{"formula": "C5H11N3", "method": "wB97M-V/def2-TZVPD", "elements": ["C", "C", "C", "C", "C", "N", "N", "N", "H", "H", "H", "H", "H", "H", "H", "H", "H", "H", "H"], "coordinates": [[-1.414479, 1.255018, 0.232450], [2.075160, -0.107086, 0.031047], [1.531188, 1.302822, -0.040406], [0.873356, -0.985654, 0.375131], [-1.646690, -1.017905, -0.232060], [-2.179805, 0.226310, 0.306413], [-0.291393, 0.961856, -0.401621], [-0.254813, -0.564190, -0.583926], [-1.801276, 2.343642, 0.478538], [2.409547, -0.427579, -0.944108], [2.999263, -0.193567, 0.681941], [1.554258, 1.937520, 0.776825], [1.777598, 1.860023, -0.897497], [1.039787, -2.047871, 0.361240], [0.249105, -0.826912, 1.410833], [-1.693323, -1.860932, 0.595331], [-2.125670, -1.334183, -1.196412], [-3.170087, 0.291909, 0.606553], [0.068278, -0.813226, -1.560268]], "forces_ev_per_angstrom": [[-0.207, 2.067, -0.672], [-0.387, 0.147, 0.557], [-1.755, -1.426, -1.375], [-2.334, 0.418, 3.176], [-0.191, -1.418, 0.433], [-2.931, -0.921, 0.819], [3.859, -0.718, -0.236], [1.324, 0.948, 0.193], [1.240, -2.303, -0.259], [0.192, -0.005, -0.478], [-1.402, 0.065, -0.248], [-0.383, 0.788, 2.011], [0.181, 0.497, -1.229], [0.114, -0.480, -0.571], [2.289, -0.001, -2.004], [0.367, 1.567, -1.878], [0.077, 0.265, 1.077], [0.839, -0.126, -0.185], [-0.891, 0.636, 0.869]], "nbo_charge": [0.349, -0.520, 0.002, -0.200, -0.077, -0.510, -0.256, -0.247, 0.338, 0.255, 0.336, 0.239, 0.247, 0.278, 0.234, 0.291, 0.280, 0.484, 0.477], "homo_ev": -19.785, "total_charge": 2, "relative_energy_kj_mol": 474.69, "orbital_gap_ev": 11.19}

{"formula": "C5H11N3", "method": "wB97M-V/def2-TZVPD", "elements": ["C", "C", "N", "C", "C", "N", "N", "C", "H", "H", "H", "H", "H", "H", "H", "H", "H", "H", "H"], "coordinates": [[0.145875, -1.223100, 1.203412], [-0.123381, -0.279732, 0.196543], [-0.593908, -0.328003, -0.985830], [-1.145166, -1.567305, -1.601050], [-0.526388, 0.843982, -1.708306], [0.119822, 1.726862, -0.932849], [0.537767, 1.186673, 0.236558], [1.370289, 1.846634, 1.215891], [1.046961, -1.013723, 1.868434], [-0.621868, -1.276815, 1.998218], [0.335048, -2.260580, 0.951451], [-1.511878, -1.252429, -2.593095], [-0.400120, -2.423804, -1.644947], [-1.834929, -2.121431, -0.884973], [-1.116000, 0.832750, -2.735831], [0.059761, 2.759574, -1.036593], [2.276179, 1.330626, 1.232416], [1.641753, 2.911430, 0.873703], [0.874545, 1.597011, 2.254913]], "forces_ev_per_angstrom": [[1.156, -1.431, 3.645], [4.704, 6.340, 1.323], [-1.143, -0.674, -2.651], [-0.071, -2.150, 0.720], [-0.774, -0.354, 0.013], [-0.941, -0.473, -0.501], [-3.746, -4.523, -1.888], [-1.286, 0.850, 1.736], [-0.807, 0.420, -1.186], [-0.294, 0.211, -0.499], [-0.285, -0.138, -0.884], [-0.199, -0.789, 0.666], [-0.014, 1.649, -0.530], [-0.087, 1.560, -1.073], [1.687, 0.983, 2.238], [0.472, -0.678, -0.191], [1.738, -0.901, -0.042], [-1.014, -1.417, 0.999], [0.904, 1.514, -1.896]], "nbo_charge": [-0.799, 0.596, -0.310, -0.450, 0.274, -0.236, -0.096, -0.452, 0.324, 0.336, 0.320, 0.260, 0.283, 0.285, 0.339, 0.500, 0.256, 0.289, 0.282], "homo_ev": -19.492, "total_charge": 2, "relative_energy_kj_mol": 474.28, "smiles": "Cc1[n+](C)c[nH][n+]1C", "orbital_gap_ev": 9.87}

{"formula": "C5H11N3", "method": "wB97M-V/def2-TZVPD", "elements": ["C", "C", "C", "C", "C", "N", "N", "N", "H", "H", "H", "H", "H", "H", "H", "H", "H", "H", "H"], "coordinates": [[-0.112799, -0.332813, 0.262277], [-0.440134, 1.945358, -0.087951], [-2.137281, -1.302142, 0.090710], [-2.268700, 0.210538, -0.235120], [3.130448, -0.071799, -0.355049], [-0.728546, -1.440513, 0.378307], [-0.898666, 0.737620, 0.010234], [2.171867, 0.485702, 0.497324], [-0.906538, 2.809631, -0.490567], [0.650817, 1.976217, 0.210836], [-2.617787, -1.503673, 1.032202], [-2.610363, -1.906481, -0.562263], [-2.328830, 0.194699, -1.293336], [-3.172840, 0.803357, 0.230152], [3.848290, 0.793282, -0.362958], [2.941644, -0.228975, -1.391547], [3.566419, -1.017050, -0.000721], [-0.397466, -2.333205, 0.592712], [2.310474, 0.180246, 1.474760]], "forces_ev_per_angstrom": [[5.419, -1.242, 1.916], [2.848, -1.590, 0.701], [-0.541, 3.135, 3.967], [-1.909, 0.151, 0.002], [0.674, -1.451, 1.080], [-1.169, 2.113, -1.815], [-2.447, 1.579, -0.413], [-1.630, 0.260, -0.363], [-1.187, 0.461, 0.019], [-1.215, 0.289, -0.526], [-0.490, -0.128, 0.559], [-0.705, -2.177, -2.754], [-0.615, 0.653, -1.197], [2.143, -1.164, -0.709], [0.110, -0.234, 0.214], [-0.868, 0.549, -0.954], [0.300, 0.552, 0.143], [1.433, -1.546, 0.426], [-0.151, -0.210, -0.296]], "nbo_charge": [0.513, 0.232, -0.248, -0.267, -0.508, -0.435, -0.365, -0.281, 0.268, 0.276, 0.251, 0.265, 0.255, 0.311, 0.350, 0.279, 0.239, 0.472, 0.391], "homo_ev": [-18.911, -18.793], "total_charge": 2, "relative_energy_kj_mol": 764.19, "orbital_gap_ev": [8.71, 8.10]}

{"formula": "C5H11N3", "method": "wB97M-V/def2-TZVPD", "elements": ["C", "C", "C", "C", "C", "N", "N", "N", "H", "H", "H", "H", "H", "H", "H", "H", "H", "H", "H"], "coordinates": [[2.194263, 0.592348, -0.000413], [-0.207571, -0.547898, -0.964250], [-0.226735, 0.101826, 0.322131], [-0.674725, -1.069786, 1.294462], [-1.355533, 1.228381, 0.249753], [1.090556, 0.648347, 0.717357], [2.303926, 0.236863, -1.225158], [-0.969809, -1.081102, -1.751026], [3.019177, 1.098270, 0.530719], [-1.786228, -1.054925, 1.374640], [-0.078427, -0.794636, 2.164533], [-0.311918, -1.984559, 0.754115], [-1.028030, 2.273982, 0.302551], [-2.122100, 0.945057, 0.943570], [-1.822337, 1.188035, -0.670182], [1.187356, 1.038881, 1.618885], [3.169160, 0.250585, -1.566490], [-1.834946, -1.607472, -1.469005], [-0.546078, -1.462198, -2.626193]], "forces_ev_per_angstrom": [[0.484, 1.035, -1.039], [2.181, 2.719, 2.019], [0.281, 1.322, 0.055], [0.354, -0.320, -1.686], [1.115, 0.075, 0.503], [-1.144, -1.133, -0.591], [-6.301, -0.292, 3.739], [-0.327, -2.850, -2.330], [0.145, -0.406, -0.336], [1.014, -0.149, 0.309], [-0.556, -0.796, 0.416], [-0.336, 0.206, 1.568], [0.368, -0.499, 0.540], [-0.126, 0.240, 0.769], [-1.079, -0.136, -2.159], [-0.329, 0.416, 1.140], [4.403, -0.558, -2.829], [0.262, 0.758, -0.091], [-0.408, 0.367, 0.005]], "nbo_charge": [0.327, 0.858, -0.072, -0.540, -0.566, -0.537, -0.486, -0.725, 0.280, 0.263, 0.281, 0.231, 0.290, 0.262, 0.232, 0.452, 0.412, 0.519, 0.520], "homo_ev": [-19.000, -19.000], "total_charge": 2, "relative_energy_kj_mol": 737.08, "orbital_gap_ev": [6.32, 6.32]}

{"formula": "C5H11N3O", "method": "wB97M-V/def2-TZVPD", "elements": ["C", "C", "N", "C", "N", "C", "C", "O", "N", "H", "H", "H", "H", "H", "H", "H", "H", "H", "H", "H"], "coordinates": [[-0.473492, 0.690442, 1.534180], [2.059118, 0.179434, 0.285658], [0.758359, 0.474309, -0.299597], [0.086179, -0.558646, -0.812450], [-1.055596, -0.509932, 1.676709], [-0.983175, -0.239558, -1.797163], [-1.171667, 0.963778, -2.332505], [0.473036, 1.055554, 2.401644], [0.162980, -1.769947, -0.269771], [0.804211, 0.274466, 2.868932], [-1.007859, 1.532130, 1.115247], [-0.453007, -1.312756, 1.169276], [-1.942199, -0.542256, 1.185718], [-0.424779, -2.438482, -0.763626], [-1.636048, -1.063499, -2.074798], [2.768931, -0.014165, -0.524693], [2.401300, 1.052105, 0.840246], [2.087561, -0.695725, 0.945400], [-0.505765, 1.780064, -2.083107], [-1.948086, 1.142682, -3.065300]], "forces_ev_per_angstrom": [[0.338, -0.060, -0.212], [-0.117, -0.099, 0.037], [-0.150, 0.331, 0.281], [-0.337, -0.548, 0.885], [0.293, -0.453, -0.366], [-0.059, 0.106, -0.229], [0.197, -0.188, -0.011], [-0.029, -0.063, -0.302], [0.235, 0.360, -0.516], [-0.081, 0.001, -0.032], [0.044, -0.046, 0.007], [-0.268, 0.531, 0.301], [0.015, 0.059, 0.006], [-0.043, 0.092, -0.002], [0.038, 0.005, -0.002], [-0.003, 0.031, 0.062], [0.032, -0.022, -0.063], [-0.033, -0.003, 0.003], [0.000, -0.013, 0.059], [-0.072, -0.019, 0.093]], "nbo_charge": [0.505, -0.437, -0.589, 0.397, -0.851, -0.275, -0.334, -0.645, -0.815, 0.494, 0.199, 0.432, 0.386, 0.344, 0.196, 0.204, 0.201, 0.174, 0.219, 0.197], "homo_ev": [-8.248, -8.248], "relative_energy_kj_mol": 308.02, "orbital_gap_ev": [9.00, 9.00]}

{"formula": "C5H11N3O", "method": "wB97M-V/def2-TZVPD", "elements": ["C", "N", "C", "N", "O", "H", "H", "H", "H", "H", "H", "C", "C", "C", "N", "H", "H", "H", "H", "H"], "coordinates": [[1.389335, -0.285268, 1.861006], [0.472416, -0.107995, 0.708295], [-1.012247, 0.107312, 1.204691], [-1.799425, -0.633223, 0.458278], [-1.150938, 0.838238, 2.154380], [0.457538, -0.956260, 0.145488], [-1.400513, -0.858465, -0.703013], [-2.784144, -0.509982, 0.656874], [2.412305, -0.366526, 1.497210], [1.113126, -1.186490, 2.405510], [1.281065, 0.575463, 2.514909], [-0.530705, 0.620859, -2.025524], [0.947122, 1.055935, -0.233602], [-0.579152, -0.804767, -1.973841], [0.043743, 1.476260, -1.228772], [-1.188394, 1.095116, -2.756697], [1.900867, 0.680929, -0.632074], [1.143023, 1.871990, 0.461820], [0.341000, -1.327044, -1.692662], [-1.056019, -1.286082, -2.822276]], "forces_ev_per_angstrom": [[-0.129, 0.085, -0.145], [-0.218, 0.250, -0.044], [0.224, 0.081, -0.020], [0.055, 0.022, -0.096], [0.123, -0.207, -0.245], [-0.041, 0.027, 0.010], [0.085, 0.107, 0.087], [0.068, 0.025, 0.030], [-0.037, 0.010, -0.008], [-0.002, 0.028, -0.034], [-0.012, -0.007, -0.029], [0.041, 0.029, 0.233], [-0.058, -0.374, 0.229], [0.040, -0.021, 0.098], [-0.141, -0.121, -0.112], [0.022, -0.010, 0.023], [-0.046, 0.004, 0.014], [0.000, -0.018, 0.010], [0.006, 0.034, -0.010], [0.019, 0.057, 0.009]], "nbo_charge": [-0.417, -0.463, 0.794, -0.863, -0.615, 0.437, 0.395, 0.399, 0.213, 0.223, 0.243, 0.160, -0.046, -0.860, -0.568, 0.180, 0.180, 0.202, 0.180, 0.227], "homo_ev": -7.893, "relative_energy_kj_mol": 265.15, "orbital_gap_ev": 8.48}

{"formula": "C5H11N3O", "method": "wB97M-V/def2-TZVPD", "elements": ["C", "C", "C", "C", "C", "N", "N", "N", "O", "H", "H", "H", "H", "H", "H", "H", "H", "H", "H", "H"], "coordinates": [[-1.010594, 0.654463, 0.095232], [0.131924, -1.003272, -1.789994], [-1.723572, 1.473382, 1.044004], [0.240464, -0.936704, 1.286038], [1.375989, 0.991399, 0.320511], [-1.671433, 0.278537, -0.940213], [0.851765, -1.742814, -2.528187], [0.221305, 0.041795, 0.357425], [-0.979220, -0.373808, -1.846786], [-1.360337, 1.130055, 1.997177], [-2.825750, 1.380910, 0.936470], [-1.297440, 2.545092, 0.823826], [-0.507071, -1.690675, 0.871996], [1.140546, -1.419026, 1.599086], [-0.144394, -0.661253, 2.336542], [2.266396, 0.436752, 0.094389], [1.338219, 1.744537, -0.498142], [1.584205, 1.439145, 1.411403], [1.434162, -2.440972, -2.041300], [0.934835, -1.847543, -3.529477]], "forces_ev_per_angstrom": [[-1.647, -1.914, -1.348], [-1.712, 1.432, 1.811], [0.624, 1.975, 0.336], [-3.092, -4.048, 3.421], [0.976, 0.904, 1.175], [-0.874, 2.594, 1.765], [0.505, -0.523, 1.087], [2.680, 3.903, -2.510], [2.736, -3.401, -4.127], [-0.342, 0.471, 0.872], [0.850, 0.316, -0.019], [-1.140, -1.588, 0.715], [0.897, 0.370, 1.244], [1.178, -0.017, -0.803], [0.012, 0.236, -1.432], [0.460, -0.606, 0.103], [-0.660, -0.271, 0.877], [-0.880, -0.723, -2.328], [0.068, 0.462, 0.003], [-0.639, 0.430, -0.843]], "nbo_charge": [0.429, 0.839, -0.665, -0.489, -0.473, -0.022, -0.724, -0.199, -0.227, 0.246, 0.320, 0.302, 0.254, 0.291, 0.303, 0.257, 0.271, 0.302, 0.485, 0.500], "homo_ev": [-19.459, -19.863], "total_charge": 2, "relative_energy_kj_mol": 742.64, "orbital_gap_ev": [7.40, 8.51]}

{"formula": "C5H11N3O2", "method": "wB97M-V/def2-TZVPD", "elements": ["C", "C", "N", "O", "N", "O", "C", "C", "H", "H", "H", "H", "H", "H", "C", "N", "H", "H", "H", "H", "H"], "coordinates": [[1.140337, -1.535228, -1.249733], [0.695729, -2.076942, -0.017788], [1.259515, -3.228962, 0.500702], [0.855115, -3.304985, 1.845633], [-0.224577, -2.304179, 1.983104], [-0.875701, -2.393735, 2.946034], [-0.219217, -1.607245, 0.938006], [-1.220065, -0.475232, 0.754223], [0.506083, -0.734550, -1.598704], [1.693291, -2.086455, -1.967148], [2.215706, -3.514760, 0.390549], [-1.323500, -0.150564, 1.768705], [-2.113254, -0.910939, 0.270494], [-0.965196, 0.252447, 0.107415], [-0.304210, 3.931448, -0.622531], [-0.270801, 2.585575, -1.281302], [-1.304787, 4.302924, -0.517368], [0.104372, 3.528330, 0.396826], [0.377959, 4.746527, -1.061250], [-0.621196, 2.835375, -2.166474], [0.594399, 2.141150, -1.419396]], "forces_ev_per_angstrom": [[-2.797, -0.383, 3.141], [3.713, 0.379, -4.098], [-1.413, -0.197, 0.427], [0.075, -0.709, 0.871], [2.533, -1.995, -1.260], [-1.793, -0.017, 3.116], [-1.499, 3.285, -2.793], [-0.488, -4.024, 1.583], [0.226, 0.256, -0.234], [0.614, -0.420, -0.194], [0.256, 0.443, 0.155], [-0.987, 0.734, 0.332], [-0.085, 0.134, 0.849], [1.629, 2.590, -1.911], [3.401, -1.925, 2.153], [-2.331, 1.834, 0.004], [-0.463, -0.081, -0.009], [-0.760, 2.080, -1.166], [-0.892, -1.235, 0.588], [-0.498, -0.715, -1.729], [1.558, -0.032, 0.175]], "nbo_charge": [-0.577, 0.163, -0.311, -0.257, 0.413, -0.386, 0.058, -0.626, 0.201, 0.210, 0.398, 0.235, 0.231, 0.245, -0.423, -0.844, 0.199, 0.197, 0.173, 0.342, 0.360], "homo_ev": -7.774, "relative_energy_kj_mol": 761.76, "smiles": "C=C1NO[N+]([O-])=C1C.CN", "orbital_gap_ev": 8.46}

Question: What is the formula in the first record?
Answer: C5H11N3

Please write out number 4 again, unchanged.
{"formula": "C5H11N3", "method": "wB97M-V/def2-TZVPD", "elements": ["C", "C", "C", "C", "C", "N", "N", "N", "H", "H", "H", "H", "H", "H", "H", "H", "H", "H", "H"], "coordinates": [[2.194263, 0.592348, -0.000413], [-0.207571, -0.547898, -0.964250], [-0.226735, 0.101826, 0.322131], [-0.674725, -1.069786, 1.294462], [-1.355533, 1.228381, 0.249753], [1.090556, 0.648347, 0.717357], [2.303926, 0.236863, -1.225158], [-0.969809, -1.081102, -1.751026], [3.019177, 1.098270, 0.530719], [-1.786228, -1.054925, 1.374640], [-0.078427, -0.794636, 2.164533], [-0.311918, -1.984559, 0.754115], [-1.028030, 2.273982, 0.302551], [-2.122100, 0.945057, 0.943570], [-1.822337, 1.188035, -0.670182], [1.187356, 1.038881, 1.618885], [3.169160, 0.250585, -1.566490], [-1.834946, -1.607472, -1.469005], [-0.546078, -1.462198, -2.626193]], "forces_ev_per_angstrom": [[0.484, 1.035, -1.039], [2.181, 2.719, 2.019], [0.281, 1.322, 0.055], [0.354, -0.320, -1.686], [1.115, 0.075, 0.503], [-1.144, -1.133, -0.591], [-6.301, -0.292, 3.739], [-0.327, -2.850, -2.330], [0.145, -0.406, -0.336], [1.014, -0.149, 0.309], [-0.556, -0.796, 0.416], [-0.336, 0.206, 1.568], [0.368, -0.499, 0.540], [-0.126, 0.240, 0.769], [-1.079, -0.136, -2.159], [-0.329, 0.416, 1.140], [4.403, -0.558, -2.829], [0.262, 0.758, -0.091], [-0.408, 0.367, 0.005]], "nbo_charge": [0.327, 0.858, -0.072, -0.540, -0.566, -0.537, -0.486, -0.725, 0.280, 0.263, 0.281, 0.231, 0.290, 0.262, 0.232, 0.452, 0.412, 0.519, 0.520], "homo_ev": [-19.000, -19.000], "total_charge": 2, "relative_energy_kj_mol": 737.08, "orbital_gap_ev": [6.32, 6.32]}